ORCA calculation (ωB97M-V/def2-TZVPD) on a molecular structure, C26H21KN3O5S4.

- F_max (hartree/bohr) = 0.045
- LUMO energy (hartree) = 0.0728
- ΔE to the lowest compared entry with this formula, charge and spin (eV) = 0.303
- total energy (eV) = -101677.8760
- total charge = -1
- Kohn-Sham gap (eV) = 7.158
- E_HOMO (eV) = -5.179

XYZ file:
```
60
Properties=species:S:1:pos:R:3:nbo_charge:R:1
K -0.2955 -1.6280 1.3019 0.9231
C 0.1250 1.2622 -2.5176 -0.6609
C -0.1566 2.2826 -1.4552 0.3262
C -0.5601 3.5570 -1.7272 -0.3899
C -0.8032 4.3972 -0.6291 0.3018
N -0.6723 4.0152 0.6272 -0.5049
C -0.2678 2.7337 0.9023 0.2564
S -0.0164 2.1577 2.4585 -0.2709
N -0.0308 1.8987 -0.1744 -0.5778
C -1.2189 5.8243 -0.8543 -0.6466
H 0.7401 1.6989 -3.3044 0.2268
H -0.8174 0.9325 -2.9635 0.2282
H 0.6336 0.3927 -2.1012 0.2579
H -0.6801 3.8993 -2.7479 0.2147
H 0.4187 0.9554 0.0277 0.4867
H -1.7510 5.9447 -1.7990 0.2068
H -0.3285 6.4572 -0.8836 0.2257
H -1.8420 6.1621 -0.0269 0.2366
O -1.8048 -3.4329 0.9864 -0.7843
C -2.5862 -2.6876 1.6360 0.7242
O -2.2630 -1.8726 2.5319 -0.7640
C -4.0617 -2.7137 1.2269 -0.1285
C -4.5073 -3.6003 0.2550 -0.1494
C -5.8439 -3.6151 -0.1349 -0.2294
C -6.7463 -2.7351 0.4396 -0.2279
C -6.2824 -1.8576 1.4029 0.0731
C -4.9615 -1.8308 1.8098 -0.1895
N -7.2491 -0.9135 2.0233 0.5224
O -8.4055 -0.9461 1.6382 -0.4053
O -6.8735 -0.2621 2.9754 -0.3715
H -3.7774 -4.2698 -0.1877 0.2406
H -6.1849 -4.3116 -0.8923 0.2093
H -7.7879 -2.7151 0.1558 0.2381
H -4.6143 -1.1395 2.5651 0.2735
O 1.1473 -0.4336 0.1237 -0.9544
C 2.5104 -0.5161 -0.0329 0.1715
C 3.1039 0.7941 -0.6079 -0.2010
C 3.0182 2.0296 -0.0374 -0.2759
C 3.5570 3.0690 -0.8556 -0.2564
C 4.0518 2.5991 -2.0365 -0.4533
S 3.8223 0.9090 -2.1704 0.4458
C 3.2206 -0.8148 1.3073 -0.1649
C 4.4164 -0.3612 1.7743 -0.2779
C 4.7787 -0.9176 3.0429 -0.2571
C 3.8460 -1.7802 3.5165 -0.4225
S 2.5289 -1.9342 2.4300 0.4295
C 2.8173 -1.6876 -0.9852 -0.2005
C 3.9897 -2.2896 -1.3299 -0.2762
C 3.8123 -3.3504 -2.2722 -0.2604
C 2.5036 -3.5358 -2.5990 -0.4448
S 1.4850 -2.4324 -1.7734 0.4815
H 2.5601 2.1898 0.9375 0.2559
H 3.5749 4.1157 -0.5678 0.2194
H 4.5237 3.1533 -2.8380 0.2283
H 5.0183 0.3605 1.2373 0.2291
H 5.6858 -0.6626 3.5807 0.2143
H 3.8470 -2.3288 4.4488 0.2317
H 4.9480 -1.9907 -0.9175 0.2268
H 4.6232 -3.9516 -2.6691 0.2117
H 2.0823 -4.2727 -3.2709 0.2285
```